1.
Density functional theory data (ωB97M-V with the def2-TZVPD basis set) for an isolated molecule of C20H22N6O4 at a distorted geometry.

```
52
Properties=species:S:1:pos:R:3:forces:R:3
C 2.506 -3.602 2.199 0.0628 -0.1221 -0.1047
H 2.515 -4.546 2.741 0.0114 0.0379 -0.0889
O 2.160 -2.623 3.147 -0.0690 0.1727 0.1983
C 2.061 -1.327 2.737 -0.0463 0.2069 0.0370
C 2.284 -0.885 1.437 0.0625 -0.3072 0.1266
C 2.141 0.456 1.132 -0.0745 0.2255 0.1965
C 1.778 1.374 2.110 -0.0149 -0.3551 0.0910
C 1.563 0.937 3.414 -0.0031 0.0696 0.0177
C 1.703 -0.400 3.718 0.0833 -0.2932 -0.1985
H 1.537 -0.756 4.721 -0.0240 -0.0352 0.1323
H 1.278 1.643 4.176 -0.0065 0.0274 0.0407
N 1.616 2.711 1.714 0.3234 0.0404 -0.3550
C 0.933 3.697 2.334 -0.0075 0.3963 -0.3731
O 0.507 3.691 3.466 -0.1245 0.0077 0.2888
C 0.673 4.878 1.366 0.1888 -0.1402 0.4520
N 0.085 4.339 0.174 -1.0547 -0.0748 -0.5494
C -1.175 3.873 0.000 0.2741 -0.2871 -0.7485
N -2.256 4.153 0.755 -0.1837 0.0924 0.3006
H -2.128 4.343 1.736 -0.0134 -0.0563 0.0037
H -3.059 3.590 0.494 0.0301 0.0233 0.0734
C -1.097 3.109 -1.173 -0.2045 0.5624 1.0052
N 0.185 3.137 -1.599 -0.0657 -0.2166 -0.2195
N 0.884 3.850 -0.811 1.0175 0.3081 -0.1188
C -2.147 2.213 -1.648 0.2542 0.0057 -0.2751
O -3.254 2.195 -1.123 -0.1702 0.0065 0.1610
N -1.758 1.390 -2.646 0.0690 0.0353 -0.2026
H -0.792 1.457 -2.932 -0.0123 0.0193 0.0795
C -2.473 0.177 -2.962 -0.2653 -0.0440 0.0149
C -1.810 -1.037 -2.354 0.0750 -0.1477 -0.0594
C -1.722 -2.219 -3.064 0.0061 -0.0896 0.0458
C -1.121 -3.349 -2.505 -0.0264 0.1117 0.0401
C -0.595 -3.277 -1.221 0.0424 -0.3698 -0.1615
C -0.682 -2.089 -0.513 -0.0791 0.1596 0.0017
C -1.283 -0.977 -1.067 0.0103 0.0405 0.0989
H -1.350 -0.063 -0.496 0.0145 0.0982 0.0727
H -0.278 -2.032 0.487 0.0355 -0.0043 0.0827
H -0.124 -4.134 -0.764 0.0353 -0.0954 0.0061
O -1.101 -4.456 -3.298 -0.1190 0.3033 -0.0684
C -0.529 -5.637 -2.792 0.0970 -0.1826 0.0874
H -1.051 -5.984 -1.895 0.0307 0.0235 -0.0258
H -0.639 -6.379 -3.581 0.0333 0.0163 0.0862
H 0.534 -5.505 -2.567 -0.0470 0.0000 0.0072
H -2.121 -2.298 -4.063 -0.0441 0.0046 -0.1660
H -3.480 0.297 -2.546 0.1128 -0.0339 -0.1702
H -2.551 0.064 -4.047 -0.0627 -0.0184 0.1127
H 1.613 5.363 1.095 -0.1281 0.0107 -0.0202
H 0.005 5.601 1.837 0.0972 -0.1135 -0.0387
H 1.878 2.888 0.746 -0.1208 0.0306 0.2636
H 2.304 0.790 0.117 -0.0011 0.0345 -0.1211
H 2.562 -1.568 0.651 0.0199 -0.0946 -0.0517
H 3.499 -3.420 1.775 -0.0439 0.0014 -0.0048
H 1.771 -3.656 1.389 0.0254 0.0095 -0.0021
```
Forces are in eV/Å.

Summary:
M (g/mol): 410.434
Orbital gap (Eh): 0.322
SMILES string: COc1ccc(NC(=O)Cn2nnc(C(=O)NCc3cccc(OC)c3)c2N)cc1
HOMO energy (eV): -8.2
E_tot (hartree): -1404.8461

---

2.
Density functional theory data (ωB97M-V with the def2-TZVPD basis set) for an isolated molecule of C5H10O.

```
16
Properties=species:S:1:pos:R:3:forces:R:3
O 1.611 0.282 1.166 0.1653 0.1294 0.0406
C 1.027 -0.557 0.173 -0.1437 -0.2418 -0.1679
C 0.593 0.282 -1.026 -0.0261 0.1379 0.0345
C -0.571 1.071 -0.397 0.0219 0.0203 -0.1323
C -1.382 -0.074 0.226 -0.0917 -0.0155 0.0013
C -0.312 -1.095 0.703 0.0081 -0.0796 0.0351
H 1.901 1.090 0.725 0.1030 -0.1349 0.1825
H 1.738 -1.355 -0.073 -0.1267 0.0701 -0.0362
H 1.409 0.868 -1.466 -0.1136 0.0478 0.1540
H 0.202 -0.377 -1.814 0.0914 0.1148 0.1127
H -1.129 1.688 -1.103 -0.0268 -0.1453 -0.0161
H -0.201 1.730 0.397 -0.0443 -0.0601 -0.2289
H -2.054 0.250 1.024 0.1281 -0.0108 -0.0692
H -2.003 -0.522 -0.558 0.0253 0.0056 0.1363
H -0.272 -1.192 1.791 0.0212 0.0345 -0.1333
H -0.503 -2.091 0.287 0.0087 0.1277 0.0868
```
Forces are in eV/Å.

Summary:
M (g/mol): 86.134
Orbital gap (Eh): 0.409
SMILES string: OC1CCCC1
HOMO energy (eV): -10.1
E_tot (hartree): -271.7437

---

3.
Density functional theory data (ωB97M-V with the def2-TZVPD basis set) for an isolated molecule of C17H12BrN3S at a distorted geometry.

```
34
Properties=species:S:1:pos:R:3:forces:R:3
Br -3.189 3.197 0.076 -1.0216 2.0749 -0.3440
C -2.742 1.734 1.011 2.6586 -4.0505 -0.2601
C -1.931 0.856 0.361 4.8665 -1.8875 -2.4142
C -1.409 -0.336 1.031 0.3968 0.8934 -5.6044
C -1.803 -0.491 2.253 1.2702 -8.5433 4.1056
C -2.766 0.165 2.861 1.1020 0.1761 -0.1161
C -3.090 1.229 2.275 -6.6373 12.1659 -3.6409
H -3.900 2.150 2.504 1.4968 -3.0660 1.2494
H -3.260 0.035 3.685 -1.9919 -1.8513 5.0318
H -1.662 -1.526 2.811 0.7057 1.8225 -1.2912
C -0.561 -1.447 0.242 7.5303 9.1316 8.7378
N 0.658 -0.646 -0.424 -5.7447 -1.1985 14.0141
C 1.560 0.491 0.399 -7.1729 -7.6761 0.5926
C 1.352 0.771 1.665 5.4114 5.9026 -0.2759
C 2.360 1.930 1.868 -9.3557 -6.4381 11.7254
C 3.183 2.258 1.008 7.2729 7.2436 0.3435
C 3.214 1.956 -0.210 -2.5253 -5.5443 -11.5110
C 2.277 0.829 -0.588 4.2855 5.0721 -5.9013
N 1.841 0.350 -1.857 2.3523 -1.2231 0.9814
C 1.022 -0.754 -1.535 5.0668 5.5213 -10.3761
C 0.602 -1.492 -2.653 -2.9973 -5.9661 -2.5954
C 0.143 -3.065 -2.501 2.6851 8.8448 1.1084
N -0.305 -3.497 -3.663 -0.3365 -6.0822 5.4894
C -0.170 -2.781 -4.573 0.0889 7.8269 -8.4564
S 0.323 -0.867 -4.455 0.5825 -4.2933 4.9833
H -0.463 -2.799 -5.594 -0.3848 -1.1748 -0.5881
H 0.364 -3.406 -1.498 -0.5169 -1.1359 -0.5463
H 3.583 2.364 -1.192 0.6469 0.1861 1.8718
H 3.864 3.067 1.263 0.1411 0.1145 0.3784
H 2.387 2.198 3.037 0.2630 -0.0746 -2.9761
H 0.723 0.405 2.363 -1.7955 -0.9907 1.9338
H 0.020 -1.959 1.035 -1.0260 -0.5651 -0.5217
H -0.987 -1.938 -0.398 -4.8406 -5.3803 -6.8490
H -1.238 1.021 -0.608 -2.4763 0.1655 1.7214
```
Forces are in eV/Å.

Summary:
M (g/mol): 370.275
Orbital gap (Eh): 0.249
SMILES string: Brc1cccc(Cn2c(-c3cncs3)nc3ccccc32)c1
HOMO energy (eV): -7.4
E_tot (hartree): -3790.9808

---

4.
Density functional theory data (ωB97M-V with the def2-TZVPD basis set) for an isolated molecule of C3H5NO3 at a distorted geometry.

```
12
Properties=species:S:1:pos:R:3:forces:R:3
C 0.233 -1.763 -2.731 -2.3662 -1.4658 -0.3957
C 0.415 -1.007 -1.511 4.8566 0.7099 -0.7119
C 0.032 0.376 1.332 0.7985 -5.1807 -2.2914
N 0.170 -0.448 -2.910 0.5797 1.1716 0.7465
O -0.070 -2.803 -3.231 0.5349 -0.2299 -0.2385
O -0.472 -0.963 -0.556 -2.0870 -0.2318 1.9665
O -0.463 0.375 0.003 0.3376 1.1209 -1.1788
H 1.501 -0.891 -1.183 -1.4200 0.3855 -0.3335
H 0.042 1.294 1.660 -0.8481 5.2239 1.5395
H 1.111 0.132 1.402 -0.5713 -0.7949 -0.1258
H -0.677 -0.265 1.807 0.2424 -0.4838 1.3781
H -0.648 0.121 -3.084 -0.0570 -0.2247 -0.3550
```
Forces are in eV/Å.

Summary:
M (g/mol): 103.077
Orbital gap (Eh): 0.388
SMILES string: COO[C@@H]1NC1=O
HOMO energy (eV): -9.8
E_tot (hartree): -397.5936

---

5.
Density functional theory data (ωB97M-V with the def2-TZVPD basis set) for the ion C17H32BN2O6 with charge +1 at a distorted geometry.

```
58
Properties=species:S:1:pos:R:3:forces:R:3
C -8.402 -0.382 4.267 0.2862 -0.0811 -0.8706
C -7.939 -0.420 2.986 0.1160 -0.0443 0.0682
C -6.543 -0.876 2.768 -0.5401 -2.2000 0.8384
O -5.999 -1.765 3.397 0.0107 0.6900 -0.6818
O -5.919 -0.121 1.834 -0.5687 -0.6946 -0.2389
C -4.877 -0.806 1.131 0.6766 1.1007 -0.3771
C -3.509 -0.282 1.567 0.1602 -1.4265 -0.0980
C -2.470 -0.641 0.488 -0.4103 0.2470 -0.6488
C -2.110 0.532 -0.459 -0.0488 -0.3236 0.5751
C -0.623 0.875 -0.473 -0.2096 0.3344 -0.6536
C 0.259 -0.278 -0.965 -0.1391 -0.5399 0.6982
C 1.575 -0.347 -0.190 -0.2307 0.7413 -0.0368
C 2.549 0.817 -0.538 0.1303 -0.1573 -0.9523
C 2.424 1.334 -1.986 0.4081 0.0287 1.0064
C 3.505 2.373 -2.241 0.1585 -0.1217 -0.6084
C 3.065 3.389 -3.277 -1.2198 0.6980 -0.8732
N 4.005 4.343 -3.664 -0.1313 -0.3014 1.1274
O 1.934 3.404 -3.751 1.1439 -0.1715 0.7015
O 3.923 0.553 -0.235 -0.0180 0.1187 0.5701
C 4.340 -0.706 -0.696 -0.2818 -0.0944 0.0005
C 3.632 -1.765 0.128 0.4956 0.1094 0.0410
B 3.884 -1.556 1.696 0.3833 0.0333 0.3733
O 5.152 -1.812 2.157 -0.4348 0.6697 -0.2155
O 2.876 -1.207 2.560 -0.2661 -0.1875 -0.6225
N 2.183 -1.737 -0.266 0.0269 -0.6852 -0.3347
C 1.969 -2.442 -1.569 0.3257 -0.3875 -0.3163
H -8.732 0.555 4.698 -1.7266 -0.4091 -0.2575
H -8.376 -1.300 4.842 1.5009 0.4865 0.8718
H -8.507 -0.143 2.105 0.4854 1.7637 0.1984
H -4.944 -1.884 1.226 -0.1077 -0.0810 0.2666
H -5.002 -0.551 0.077 -0.2943 0.0559 -0.0436
H -3.574 0.782 1.766 0.1102 0.1084 0.1252
H -3.247 -0.851 2.457 -0.0193 0.4601 0.4265
H -2.921 -1.412 -0.141 0.0717 -0.2564 0.0866
H -1.586 -1.116 0.914 0.1288 0.1947 0.2164
H -2.469 0.322 -1.464 0.0862 0.0560 -0.1434
H -2.657 1.400 -0.097 0.0046 0.2276 -0.2010
H -0.489 1.725 -1.142 0.0867 0.1806 0.0975
H -0.345 1.213 0.527 0.1769 -0.1139 0.1143
H -0.277 -1.201 -0.731 -0.0421 -0.0859 -0.0265
H 0.404 -0.280 -2.040 -0.0167 0.2145 -0.1075
H 1.283 -0.208 0.846 0.2825 -0.3397 0.2274
H 2.273 1.644 0.112 -0.0060 0.0506 0.1422
H 1.465 1.834 -2.061 -0.1714 -0.1535 -0.3668
H 2.488 0.513 -2.696 -0.1550 0.0676 -0.2578
H 3.788 2.900 -1.331 -0.1168 0.1052 0.1130
H 4.428 1.913 -2.595 0.0950 -0.0562 0.0115
H 4.797 4.385 -3.035 0.1635 -0.0742 -0.1476
H 3.585 5.261 -3.710 -0.0943 0.0180 -0.6127
H 5.414 -0.826 -0.596 0.1303 0.2821 0.1731
H 4.121 -0.809 -1.762 0.0106 -0.1145 -0.1020
H 4.105 -2.714 -0.128 -0.5224 -0.3442 -0.1366
H 5.754 -1.133 1.831 0.5497 -0.3194 0.0215
H 2.835 -0.260 2.716 -0.0490 0.0636 0.4548
H 1.685 -2.300 0.424 -0.0994 0.1682 0.1586
H 2.220 -1.805 -2.406 -0.1739 0.2410 -0.0155
H 0.963 -2.830 -1.648 -0.2331 0.2982 -0.0008
H 2.633 -3.299 -1.626 0.1216 -0.0496 0.2422
```
Forces are in eV/Å.

Summary:
M (g/mol): 371.263
Orbital gap (Eh): 0.276
SMILES string: C=CC(=O)OCCCCCC[C@@H]1[C@H](CCC(N)=O)OC[C@@H](B(O)O)[N@@H+]1C
Charge: +1
HOMO energy (eV): -10.4
E_tot (hartree): -1252.5335

---

6.
Density functional theory data (ωB97M-V with the def2-TZVPD basis set) for a cluster of 2 separate species, C7H14N3O2S2 in total at a distorted geometry.

```
28
Properties=species:S:1:pos:R:3:forces:R:3
C 0.712 -0.846 1.066 3.0510 -0.7537 1.4072
C -1.988 0.158 -2.815 -1.0057 0.4081 0.4628
C 2.297 1.086 1.815 1.4809 1.6517 -2.2736
C 2.057 0.950 -0.798 0.2597 -0.8244 2.1763
C 2.180 -0.260 1.245 0.7730 -3.1019 -0.1782
C -2.229 -1.403 1.092 1.8287 -2.2678 1.1243
C -1.604 -0.270 0.862 -1.8674 0.7718 0.4833
N -3.288 -0.017 -2.469 1.0388 1.0316 1.8983
N -0.269 -0.012 1.103 1.9200 -0.8207 -0.0396
N 2.699 -0.193 -0.104 -2.0628 0.4147 -0.4396
O 0.634 -2.157 0.933 -0.7974 0.4272 0.0333
O -1.088 0.499 -2.058 0.1445 0.0822 0.1756
S 1.558 2.204 0.503 1.2898 0.0045 0.9870
S -2.604 1.159 0.551 1.1666 0.5618 -1.6321
H 1.895 1.174 2.743 -1.6754 0.6256 2.6971
H 3.359 1.356 1.912 -0.3206 -0.2522 -0.0897
H 2.727 1.333 -1.500 0.7670 0.8139 -1.1594
H 1.067 0.790 -1.156 -0.3203 -0.9808 -1.0669
H 2.793 -1.024 1.901 -1.2159 1.2669 -1.2934
H -1.812 0.073 -3.874 0.2473 -0.4865 -0.6763
H -3.265 -1.360 0.913 -1.0582 -0.5397 -0.0841
H -1.716 -2.339 1.534 -1.0670 1.6653 -0.9760
H -3.858 -0.359 -3.234 -0.5705 0.3711 0.7575
H -3.561 0.374 -1.462 0.1518 -1.5748 -2.9712
H 0.162 0.952 1.201 -1.2501 -0.0365 -0.5522
H 1.439 -2.688 1.151 -0.4636 1.0840 -0.3922
H 3.628 -0.492 -0.322 0.2775 0.3298 0.0504
H -1.926 1.313 -0.731 -0.7216 0.1289 1.5712
```
Forces are in eV/Å.

Summary:
M (g/mol): 236.342
Orbital gap (Eh): 0.332
Charge: +1
HOMO energy (eV): -12.5
E_tot (hartree): -1385.9479